(1)
Molecular formula: C4H8N2
Method: DFT, ωB97M-V/def2-TZVPD

Results
LUMO energy: 0.89 eV
HOMO: -9.008 eV
SMILES string: C=C=N.C=NC
Multiplicity: 1
Energy relative to the best compared isomer or geometry (same formula, charge and spin): 61.89 kcal/mol
DFT total energy: -266.6234 Eh

```
14
Properties=species:S:1:pos:R:3:forces:R:3
C -0.3442 0.1271 2.0070 0.1 0.2 0.0
N 0.2815 0.6732 1.0511 -0.3 0.0 0.5
C -0.5455 1.3978 0.0911 -0.1 0.2 -0.1
C 0.9642 -0.8011 -2.0953 0.0 -0.1 0.0
C 0.4596 -1.4672 -1.0897 0.1 -0.1 0.3
N 0.1023 -2.0496 -0.0701 0.3 0.1 -0.7
H 0.2132 -0.4292 2.7627 0.0 0.1 -0.1
H 0.1782 -1.3317 0.6574 -0.3 -0.5 0.2
H -1.4395 0.1372 2.0920 0.1 0.1 0.1
H -1.2531 0.7411 -0.4344 0.2 0.1 0.2
H 0.0893 1.8769 -0.6562 -0.1 0.0 0.1
H -1.1140 2.1572 0.6347 0.0 0.1 -0.2
H 2.0449 -0.7377 -2.1128 0.0 -0.1 -0.3
H 0.3631 -0.2940 -2.8373 0.0 -0.1 0.1
```
Forces are in eV/Å.

(2)
Molecular formula: C6H12N3
Method: DFT, ωB97M-V/def2-TZVPD

Results
LUMO energy: -4.71 eV
Total charge: +1
HOMO: -11.312 eV
SMILES string: C=[N+](N)/C=C/C/C=C\N
Multiplicity: 1
Energy relative to the best compared isomer or geometry (same formula, charge and spin): 112.79 kcal/mol
DFT total energy: -399.7013 Eh

```
21
Properties=species:S:1:pos:R:3:forces:R:3
C -0.3026 -1.0425 0.0666 -1.2 0.8 2.5
C -1.0513 -0.0095 0.5300 0.7 -1.8 -0.4
C 1.0087 -1.1351 0.7396 1.5 -2.0 1.2
C 1.9750 -0.9689 -0.4104 0.3 -1.6 0.7
C -2.7686 1.4853 0.3188 -0.4 -0.4 -0.5
C 2.7232 0.1015 -0.6479 1.1 0.7 -1.1
N -2.3028 0.3270 -0.0160 0.5 1.9 1.7
N -2.8925 -0.4947 -0.8629 -0.3 -2.0 -1.0
N 2.8506 1.3965 -0.2031 -1.7 1.4 1.7
H -0.6100 -1.8456 -0.6048 0.1 0.6 -0.2
H 1.1036 -0.3696 1.5017 0.1 0.4 -0.1
H 1.2696 -2.1168 1.4087 -1.0 1.9 -2.1
H 2.1679 -1.9523 -0.9245 0.0 1.5 0.1
H -0.8054 0.6631 1.3633 0.3 -0.6 -0.7
H -2.2524 1.9884 1.1595 -0.6 0.1 -1.1
H -3.6239 1.7988 -0.2969 0.2 0.4 1.0
H 3.4537 0.0950 -1.4356 0.3 -1.2 -0.5
H -3.8690 -0.2291 -0.9748 0.2 -0.8 -0.2
H -2.6241 -1.5096 -0.6925 -0.9 2.0 -0.3
H 3.8149 1.7313 -0.1468 -0.9 0.1 -0.1
H 2.1101 1.9570 0.3067 1.6 -1.4 -0.7
```
Forces are in eV/Å.

(3)
Molecular formula: C5H9N2
Method: DFT, ωB97M-V/def2-TZVPD

Results
LUMO energy: -3.45 eV
Total charge: +1
HOMO: -14.202 eV
SMILES string: CCc1c[nH]c[nH+]1
Multiplicity: 1
Energy relative to the best compared isomer or geometry (same formula, charge and spin): 17.43 kcal/mol
DFT total energy: -305.2023 Eh

```
16
Properties=species:S:1:pos:R:3:forces:R:3
C 0.0288 1.1540 -1.9666 0.4 0.3 -1.3
C -0.7375 0.0426 -1.2548 0.1 0.2 0.5
C -0.2751 -0.2351 0.1416 -0.3 0.1 -0.1
C -0.9783 -0.6306 1.2365 0.0 -0.2 -0.1
N -0.0749 -0.8545 2.2470 0.5 0.7 0.3
C 1.1517 -0.5502 1.8230 -0.3 -0.8 -0.4
N 1.0371 -0.1802 0.5509 0.7 0.0 0.1
H 0.5450 0.7898 -2.8613 0.1 -0.3 0.3
H -0.6336 1.8953 -2.4094 -0.2 0.1 0.4
H 0.7980 1.6901 -1.4084 -0.3 -0.1 0.4
H -1.7911 0.3034 -1.1683 0.0 -0.1 -0.1
H -0.6742 -0.8900 -1.8163 -0.1 0.0 0.0
H -2.0190 -0.8647 1.3536 -0.1 0.2 0.0
H -0.2869 -0.9245 3.2332 -0.1 -0.5 -0.1
H 2.0701 -0.8594 2.2961 0.0 0.6 0.3
H 1.8398 0.1140 0.0033 -0.3 -0.2 -0.1
```
Forces are in eV/Å.

(4)
Molecular formula: C10H21N2
Method: DFT, ωB97M-V/def2-TZVPD

Results
LUMO energy: -2.83 eV
Total charge: +1
HOMO: -11.621 eV
SMILES string: CC1=C[C@@H]([NH+](C)C)[C@H](C)N(C)C1
Multiplicity: 1
Energy relative to the best compared isomer or geometry (same formula, charge and spin): 54.57 kcal/mol
DFT total energy: -502.7813 Eh

```
33
Properties=species:S:1:pos:R:3:forces:R:3
C -0.0389 -1.2432 0.2712 2.2 -2.9 0.1
C -1.2692 -1.4885 -0.1198 -1.5 1.3 0.2
C -2.2189 -0.3547 -0.5089 -1.4 -3.8 1.9
C 0.5969 0.1029 0.3732 -2.0 1.4 -2.3
C -0.4761 1.2679 -0.5553 1.3 -3.9 1.1
C -1.9316 -2.8229 0.0942 -0.1 -0.4 -1.9
C -0.0935 2.6517 -0.3025 2.2 -0.4 0.9
C -2.3767 1.4282 1.0403 1.9 0.9 -0.9
C 2.9122 -0.3374 0.9518 -0.8 -2.7 0.0
C 2.2187 -0.5665 -1.4334 2.0 1.3 0.6
N -1.8491 0.9462 -0.2504 0.9 2.7 1.2
N 2.0234 0.1834 -0.1073 0.4 0.8 -1.4
H 0.4857 -2.2927 0.4622 -0.2 2.6 0.2
H -2.3243 -0.4562 -1.5349 -0.8 -0.5 -2.3
H -3.1901 -0.7346 0.0409 1.4 1.5 -1.3
H 0.6916 0.4633 1.3569 -0.4 0.5 1.5
H -0.2233 0.9710 -1.5665 -0.4 -0.2 -0.4
H -2.3642 -2.7084 1.0969 -0.4 -0.7 -0.4
H -1.1386 -3.5768 0.0743 -0.3 -0.1 0.4
H -2.6768 -3.1564 -0.7510 1.1 1.0 1.9
H 0.7367 3.0921 -0.8444 0.2 -0.4 -0.4
H 0.0925 2.7907 0.7336 0.3 0.3 1.1
H -0.9215 3.1885 -0.5049 -2.7 2.3 -0.9
H -2.1848 0.7075 1.8364 0.9 0.5 0.6
H -2.1213 2.5190 1.1224 0.1 -1.3 0.8
H -3.4050 1.4206 1.0001 -2.5 0.0 -0.5
H 3.8767 -0.6870 0.6022 0.5 1.0 -0.3
H 2.8732 0.4393 1.6850 0.6 -0.2 1.0
H 2.4989 -1.3603 1.2579 0.0 1.7 0.2
H 1.4118 -0.3059 -2.0920 -0.2 -0.2 -0.3
H 3.2224 -0.2644 -1.8190 -1.0 0.2 0.0
H 2.3779 -1.6292 -1.2797 -0.8 -0.1 0.4
H 2.2630 1.2525 -0.1582 -0.6 -2.5 -0.6
```
Forces are in eV/Å.

(5)
Molecular formula: C30H80ClN4O9
Method: DFT, ωB97M-V/def2-TZVPD

Results
LUMO energy: -3.51 eV
Total charge: +1
HOMO: -11.228 eV
Multiplicity: 1
DFT total energy: -2547.1127 Eh

```
124
Properties=species:S:1:pos:R:3:forces:R:3
N 2.9115 -2.6869 -2.0109 -0.1 -0.1 0.1
N 4.3091 -2.7066 -2.1226 0.0 0.4 -0.1
C 5.0605 -1.6640 -2.2495 0.2 0.2 0.9
N 6.4270 -1.6716 -2.3172 -0.7 -0.6 -1.9
C 6.7367 -0.5629 -3.3001 -0.5 0.5 0.4
C 5.3389 0.0613 -3.5632 0.2 -0.1 0.9
Cl 5.3446 1.7978 -3.6274 0.0 0.3 -0.3
N 4.5248 -0.3759 -2.3764 0.2 -0.2 -0.8
H 2.5118 -2.9347 -2.9120 -0.2 -0.1 0.0
H 2.6163 -1.7387 -1.8097 0.0 0.1 0.1
H 4.7477 -3.6121 -2.0437 -0.1 -0.3 0.1
H 6.7388 -2.5518 -2.7213 0.5 -0.1 0.6
H 7.3947 0.1573 -2.8308 0.2 0.1 -0.1
H 7.1344 -0.9492 -4.2294 0.4 -0.1 0.0
H 4.8710 -0.3467 -4.4511 -0.1 0.1 -0.2
H 4.8712 0.1851 -1.5992 -0.3 0.1 0.3
C 7.4411 4.4769 -0.3193 0.0 -0.1 0.0
C 8.5063 4.2155 -1.3717 -0.2 0.2 0.0
C 8.4718 5.2463 -2.4860 0.1 -0.1 -0.1
O 8.3570 2.8954 -1.9140 0.2 -0.2 0.1
H 6.4450 4.4294 -0.7706 0.0 0.1 0.0
H 7.4873 3.7266 0.4705 0.0 0.0 0.0
H 7.5634 5.4617 0.1306 0.0 0.0 0.0
H 9.4894 4.2206 -0.9001 0.0 -0.1 0.0
H 7.5041 5.2221 -2.9979 0.0 0.0 0.1
H 9.2443 5.0305 -3.2238 0.0 0.1 0.0
H 8.6279 6.2532 -2.0994 0.0 0.0 0.0
H 7.5000 2.8598 -2.3464 -0.1 0.1 -0.1
C -0.8463 -1.7194 -1.5597 0.1 0.0 0.0
C -1.1606 -2.0990 -2.9960 -0.1 -0.1 0.3
C -2.5079 -2.7904 -3.1033 0.0 0.0 -0.1
O -0.1263 -2.9391 -3.5320 0.4 0.1 -0.1
H -0.7972 -2.6127 -0.9300 -0.1 0.0 0.0
H 0.1232 -1.2169 -1.4968 0.0 0.1 0.0
H -1.6055 -1.0493 -1.1569 0.0 0.1 0.0
H -1.1573 -1.2046 -3.6195 0.1 0.0 -0.1
H -2.5067 -3.7125 -2.5155 0.0 0.0 0.1
H -2.7227 -3.0542 -4.1385 0.0 0.0 0.0
H -3.3063 -2.1472 -2.7335 0.0 0.0 0.0
H -0.1065 -3.7457 -3.0036 -0.1 -0.1 0.1
C -0.4490 -8.2691 -2.6750 -0.1 0.1 0.0
C 0.5621 -7.1383 -2.7596 0.1 -0.3 0.2
C 1.9756 -7.6650 -2.9556 0.0 0.1 0.0
O 0.4974 -6.3232 -1.5829 0.0 0.2 -0.3
H -0.2252 -8.9130 -1.8205 0.0 0.0 0.0
H -1.4540 -7.8725 -2.5371 0.0 0.0 0.0
H -0.4372 -8.8807 -3.5771 0.0 0.0 0.0
H 0.3018 -6.4772 -3.5882 0.0 0.1 0.0
H 2.2666 -8.2923 -2.1093 0.0 -0.1 0.0
H 2.6868 -6.8393 -3.0165 0.0 0.0 0.0
H 2.0559 -8.2597 -3.8654 0.0 0.0 0.0
H 0.7233 -6.8822 -0.8329 0.0 0.0 0.1
C 10.4303 2.5883 -5.4935 -0.1 0.1 0.0
C 11.6497 3.4787 -5.2994 0.0 -0.3 0.1
C 12.9379 2.6715 -5.2891 0.0 0.1 0.0
O 11.5224 4.2363 -4.0974 0.0 0.1 -0.1
H 10.3520 1.8740 -4.6684 0.0 0.0 0.0
H 9.5189 3.1870 -5.5021 0.0 0.0 0.0
H 10.4923 2.0314 -6.4296 0.0 0.0 0.0
H 11.6903 4.2175 -6.1003 0.0 0.1 0.0
H 12.9294 1.9563 -4.4617 0.0 0.0 0.0
H 13.7971 3.3268 -5.1527 0.0 0.0 0.0
H 13.0672 2.1175 -6.2194 0.0 0.0 0.0
H 11.4835 3.6150 -3.3627 0.0 0.0 0.1
C -5.4203 0.4613 0.6882 0.0 0.0 -0.1
C -4.0607 -0.1919 0.5094 0.0 0.3 0.2
C -3.3605 -0.4055 1.8401 0.1 0.0 -0.1
O -3.2356 0.6071 -0.3516 0.0 -0.2 -0.1
H -5.3079 1.4419 1.1594 0.0 0.0 0.1
H -5.9109 0.6106 -0.2726 0.0 0.0 0.0
H -6.0747 -0.1456 1.3138 0.0 0.0 0.0
H -4.1823 -1.1495 -0.0015 0.1 0.0 -0.1
H -3.1909 0.5531 2.3340 -0.1 0.0 0.1
H -2.3868 -0.8765 1.6908 0.0 0.0 0.0
H -3.9495 -1.0295 2.5125 0.0 0.0 0.0
H -3.1145 1.4669 0.0704 0.0 0.1 0.0
C -0.0835 1.8593 1.4757 -0.1 -0.2 0.1
C -0.3680 2.7362 0.2685 0.2 0.1 0.2
C 0.8307 3.5932 -0.1106 -0.1 0.1 -0.1
O -1.5147 3.5512 0.5081 -0.1 -0.1 -0.2
H 0.1558 2.4588 2.3583 0.1 0.1 -0.1
H -0.9570 1.2559 1.7202 0.0 0.0 0.0
H 0.7542 1.1835 1.2925 0.0 0.0 0.0
H -0.6454 2.1039 -0.5769 -0.1 0.0 0.0
H 1.0924 4.2650 0.7112 0.0 0.0 0.0
H 0.6022 4.2071 -0.9814 0.0 0.0 0.0
H 1.7021 2.9758 -0.3370 0.0 0.0 0.0
H -1.3221 4.1269 1.2548 0.0 0.0 0.1
C -5.1511 0.3206 6.0533 0.0 0.0 -0.1
C -3.7794 -0.3068 5.8785 -0.1 0.2 0.2
C -3.1045 -0.5514 7.2188 0.1 -0.1 -0.1
O -2.9491 0.5080 5.0443 0.1 -0.1 -0.1
H -5.0625 1.2945 6.5453 0.0 0.0 0.1
H -5.6228 0.4857 5.0835 0.0 0.0 0.0
H -5.8047 -0.3128 6.6522 0.0 0.0 0.0
H -3.8781 -1.2532 5.3444 0.0 0.0 -0.1
H -2.9592 0.3956 7.7462 -0.1 0.0 0.0
H -2.1244 -1.0078 7.0787 0.0 0.0 0.0
H -3.7080 -1.2050 7.8492 0.0 0.0 0.0
H -2.8366 1.3560 5.4846 0.0 0.1 0.1
C -10.2679 2.7909 -0.8123 0.0 0.0 0.1
C -8.8382 2.2742 -0.8496 -0.2 0.0 -0.2
C -8.2391 2.3821 -2.2436 0.1 -0.1 0.0
O -8.7801 0.9261 -0.3833 0.1 0.1 0.1
H -10.9011 2.1987 -1.4785 0.0 0.0 -0.1
H -10.6771 2.7100 0.1942 0.0 0.0 0.0
H -10.3215 3.8333 -1.1275 0.0 0.0 0.0
H -8.2277 2.8441 -0.1476 0.0 0.0 0.0
H -8.8152 1.7783 -2.9501 0.0 0.0 0.0
H -7.2134 2.0130 -2.2493 0.0 0.0 0.0
H -8.2392 3.4138 -2.5968 0.0 0.0 0.0
H -9.3105 0.3855 -0.9768 0.0 0.0 0.0
C -8.4911 -2.0158 9.7787 0.1 -0.1 0.0
C -8.0611 -0.8978 8.8424 -0.3 -0.1 0.0
C -9.2034 0.0640 8.5561 0.1 0.1 -0.1
O -7.5457 -1.4368 7.6227 0.1 0.0 0.1
H -9.2963 -2.5999 9.3251 0.0 0.0 0.0
H -7.6595 -2.6922 9.9750 0.0 0.0 0.0
H -8.8499 -1.6202 10.7291 0.0 0.0 0.0
H -7.2278 -0.3513 9.2867 0.1 0.0 0.0
H -10.0280 -0.4629 8.0685 0.0 0.0 0.0
H -8.8755 0.8594 7.8872 0.0 0.0 0.0
H -9.5813 0.5144 9.4742 0.0 0.0 0.0
H -8.2532 -1.9296 7.1954 0.0 0.0 0.0
```
Forces are in eV/Å.

(6)
Molecular formula: C22H59ClIN12O19P2S
Method: DFT, ωB97M-V/def2-TZVPD

Results
LUMO energy: 1.34 eV
Total charge: -1
HOMO: -4.372 eV
Multiplicity: 1
DFT total energy: -4798.2317 Eh

```
117
Properties=species:S:1:pos:R:3:forces:R:3
C 1.6210 -3.2052 4.0034 0.1 -0.2 0.0
C 0.9626 -2.9080 2.6554 0.3 0.1 -0.1
C -0.5501 -3.0300 2.5757 -0.3 -0.1 0.2
I -1.4270 -2.0200 4.3042 -0.1 0.2 0.0
P -1.5188 -2.7324 0.8664 0.4 -0.1 0.8
O -3.0450 -2.5302 1.6917 0.0 -0.1 -0.1
C -1.9005 -4.6365 0.6169 -0.1 -0.2 -0.4
C -0.9458 -5.7305 1.1393 -0.1 -0.1 0.1
C -0.0150 -3.0248 -0.2717 0.2 -0.2 -0.2
C 0.9517 -1.9278 -0.6838 0.1 0.2 0.0
C 2.0983 -2.4687 -1.5472 0.0 0.0 0.1
C 3.2889 -2.9902 -0.7269 0.0 0.2 -0.1
N 4.5655 -2.2922 -1.0544 0.1 -0.7 0.2
C 5.3730 -1.9831 0.0634 0.0 0.2 0.2
N 5.1846 -0.9881 0.8240 -0.1 0.1 0.1
N 6.4202 -2.8641 0.3477 0.2 -0.1 -0.5
C -1.4427 -0.7969 0.8222 -0.2 0.2 -0.1
C -0.5748 0.1576 1.6502 0.0 0.4 0.1
C 0.3096 1.0852 0.8218 0.0 0.1 0.0
Cl -1.6740 1.2877 2.6234 0.0 -0.1 0.0
P -2.9083 -2.3543 -1.0583 0.1 0.1 -0.4
S -2.1839 -1.8408 -2.8537 0.0 0.0 -0.2
H 1.6364 -2.3357 4.6607 -0.1 -0.1 0.0
H 2.6578 -3.5141 3.8405 0.0 0.1 0.0
H 1.1122 -4.0283 4.5157 0.0 0.1 0.0
H 1.2995 -1.9258 2.3164 0.0 -0.1 -0.1
H 1.3685 -3.6433 1.9535 -0.1 0.1 -0.1
H -0.7887 -4.0378 2.9106 -0.1 -0.1 -0.2
H -3.3407 -3.3516 2.0958 0.0 0.1 0.0
H -2.9234 -4.8841 0.9208 0.1 0.1 0.1
H -1.9285 -4.7533 -0.4718 0.0 0.1 0.1
H -0.6596 -6.4189 0.3377 0.0 0.1 0.0
H -0.0217 -5.3460 1.5673 0.1 0.0 -0.1
H -1.4163 -6.3384 1.9188 0.0 0.1 0.0
H -0.4205 -3.4336 -1.2057 -0.1 0.1 0.1
H 0.5718 -3.8555 0.1347 -0.1 0.0 0.1
H 1.4022 -1.4487 0.1898 -0.1 0.1 0.0
H 0.4345 -1.1538 -1.2526 -0.1 -0.1 0.1
H 1.7049 -3.2728 -2.1772 0.0 0.2 -0.1
H 2.4693 -1.6667 -2.1912 0.0 -0.1 0.0
H 3.4289 -4.0646 -0.8870 -0.1 0.0 0.1
H 3.1077 -2.8350 0.3400 0.0 0.0 -0.1
H 5.1044 -2.8835 -1.6744 -0.1 0.1 -0.2
H 4.4248 -0.4254 0.4507 0.0 0.0 0.0
H 6.4829 -3.6481 -0.2817 0.1 0.0 0.0
H 7.3142 -2.4151 0.4720 -0.1 0.0 0.3
H -2.4750 -0.5130 1.0170 0.0 -0.1 0.1
H -1.2955 -0.5296 -0.2305 0.2 -0.1 0.0
H 0.0179 -0.2992 2.4375 -0.1 -0.2 0.0
H -0.1668 1.3348 -0.1284 0.1 0.0 0.1
H 1.2791 0.6255 0.6276 0.0 -0.1 -0.1
H 0.4860 2.0236 1.3499 0.0 -0.2 0.0
H -3.7837 -3.4496 -1.2064 -0.1 0.0 0.1
H -3.8507 -1.3976 -0.6480 -0.1 0.0 0.0
C 0.0751 6.0239 -0.6154 -0.1 0.1 0.1
N -0.1035 4.6290 -0.1399 0.0 -0.3 -0.1
O -0.6725 4.4166 0.9027 0.0 0.3 0.1
O 0.3454 3.7579 -0.8670 0.1 0.2 -0.2
H -0.3243 6.7071 0.1243 0.0 -0.1 0.1
H 1.1379 6.1714 -0.7695 0.0 0.0 -0.1
H -0.4486 6.1060 -1.5628 0.0 0.0 0.0
C -0.9524 0.0139 7.6900 -0.1 0.1 0.0
N 0.1444 -0.7647 8.3273 0.0 0.0 0.0
O 0.2931 -0.6431 9.5328 0.0 0.0 0.1
O 0.8246 -1.4654 7.6188 0.0 0.0 0.0
H -1.4409 0.5853 8.4693 0.0 0.0 0.0
H -0.5056 0.6537 6.9346 0.0 -0.1 -0.1
H -1.6352 -0.6849 7.2168 0.1 -0.1 0.0
C -6.3447 -1.6978 3.5298 0.0 0.1 0.0
N -5.4683 -2.6560 4.2569 0.1 0.3 -0.2
O -5.3093 -2.4996 5.4490 -0.1 -0.1 0.1
O -4.9508 -3.5148 3.5812 -0.1 -0.4 0.2
H -6.7282 -0.9782 4.2424 0.0 0.0 0.0
H -5.7241 -1.2318 2.7687 0.0 0.0 0.0
H -7.1372 -2.2762 3.0652 0.0 0.0 0.0
C 2.5410 -1.0838 11.8214 -0.1 0.0 0.0
N 2.9970 -1.0301 13.2377 0.0 0.0 0.0
O 2.1811 -1.2399 14.1104 0.0 0.0 0.0
O 4.1688 -0.7764 13.4294 0.0 0.0 0.0
H 1.4848 -1.3157 11.8022 0.0 0.0 0.0
H 2.7411 -0.1134 11.3790 0.0 0.0 0.0
H 3.1287 -1.8477 11.3223 0.0 0.0 0.0
C -0.8623 2.5869 -3.9389 0.2 -0.1 0.1
N -1.2278 4.0116 -4.1369 0.0 -0.1 -0.1
O -0.7112 4.6080 -5.0674 0.0 0.1 -0.1
O -2.0213 4.5139 -3.3686 0.0 0.0 0.1
H -0.1597 2.3166 -4.7158 0.0 0.0 0.0
H -0.4188 2.5096 -2.9481 -0.1 0.0 0.0
H -1.7673 1.9908 -3.9996 0.0 0.0 0.1
C 2.2004 5.1799 -3.6475 0.1 0.0 -0.1
N 1.9775 6.6102 -3.9990 -0.2 -0.3 0.0
O 2.3710 7.0149 -5.0697 0.1 0.0 0.0
O 1.3797 7.2760 -3.1758 0.0 0.2 0.0
H 2.7072 4.6923 -4.4686 0.0 0.0 0.0
H 2.7947 5.1622 -2.7387 0.0 0.0 0.0
H 1.2249 4.7410 -3.4613 0.1 0.0 0.1
C -1.9751 0.4724 -8.3548 0.0 0.0 0.0
N -1.5765 0.7619 -6.9495 -0.3 -0.1 0.1
O -2.4505 0.8217 -6.1156 0.1 0.1 -0.1
O -0.3901 0.9206 -6.7363 0.2 0.0 -0.1
H -3.0513 0.3573 -8.3816 0.0 0.0 0.0
H -1.6408 1.3091 -8.9606 0.0 0.0 0.0
H -1.4617 -0.4371 -8.6508 0.0 0.0 0.0
C 2.8690 1.6765 -7.4709 -0.1 0.0 0.0
N 3.5766 2.1653 -6.2549 -0.1 -0.1 -0.1
O 2.8957 2.5240 -5.3176 0.0 0.1 0.1
O 4.7874 2.1694 -6.2850 0.1 0.0 0.0
H 1.8031 1.7321 -7.2860 0.0 0.0 0.0
H 3.1744 2.3144 -8.2946 0.0 0.0 0.0
H 3.1986 0.6568 -7.6431 0.0 0.0 0.0
C -3.4864 5.5163 -6.3617 0.1 0.0 0.0
N -4.4403 5.2496 -7.4737 0.0 0.0 0.0
O -4.0119 5.2793 -8.6104 0.0 0.0 0.0
O -5.5902 5.0142 -7.1720 0.0 0.0 0.0
H -2.5093 5.7064 -6.7849 0.0 0.0 0.0
H -3.8611 6.3703 -5.8066 0.0 0.0 0.0
H -3.4853 4.6389 -5.7230 0.0 0.0 0.0
```
Forces are in eV/Å.

Among the records above, which one has the highest HOMO?
C22H59ClIN12O19P2S